No. 1
Entry from the OMol25 dataset: C18H21ClN2O4 in the gas phase at a distorted geometry (ωB97M-V/def2-TZVPD).

Atoms and positions in Å:
C: 4.094 -0.455 -1.943
C: 3.463 -1.472 -1.069
N: 3.448 -2.741 -1.370
O: 2.826 -3.401 -0.359
C: 2.449 -2.525 0.580
C: 1.752 -3.032 1.787
C: 2.831 -1.265 0.194
C: 2.584 0.025 0.894
O: 1.269 0.520 0.593
C: 1.156 1.474 -0.333
O: 2.089 1.981 -0.900
C: -0.292 1.874 -0.554
N: -1.184 0.788 -0.224
C: -2.246 0.479 -1.001
O: -2.614 1.163 -1.932
C: -2.970 -0.766 -0.580
C: -4.349 -0.700 -0.406
C: -5.071 -1.820 -0.039
C: -4.422 -3.031 0.140
C: -3.055 -3.123 -0.057
C: -2.336 -1.994 -0.414
Cl: -0.631 -2.157 -0.708
C: -0.630 3.159 0.247
C: -0.261 3.015 1.721
C: 0.055 4.370 -0.377
H: 3.467 0.431 -2.016
H: 4.261 -0.876 -2.930
H: 5.054 -0.156 -1.522
H: 0.698 -2.756 1.757
H: 2.194 -2.605 2.685
H: 1.832 -4.115 1.819
H: 2.603 -0.111 1.979
H: 3.321 0.775 0.589
H: -0.431 2.099 -1.619
H: -0.897 0.168 0.517
H: -4.839 0.247 -0.567
H: -6.139 -1.752 0.099
H: -4.979 -3.911 0.421
H: -2.545 -4.066 0.058
H: -1.715 3.285 0.165
H: -0.695 2.113 2.146
H: -0.633 3.870 2.281
H: 0.820 2.975 1.844
H: -0.298 4.526 -1.393
H: -0.163 5.263 0.204
H: 1.132 4.229 -0.406

Values from the calculation:
E ... -42699.6858 eV
Spin multiplicity ... 1
HOMO-LUMO gap ... 9.985 eV
ΔE to the lowest compared entry with this formula, charge and spin ... 145.0 kJ/mol
Strongest force on any atom ... 1.3 eV/A
Structure (SMILES) ... Cc1noc(C)c1COC(=O)[C@@H](NC(=O)c1ccccc1Cl)C(C)C
LUMO energy ... 0.556 eV

---

No. 2
Entry from the OMol25 dataset: C18H21ClN2O4S in the gas phase at a distorted geometry (ωB97M-V/def2-TZVPD).

Atoms and positions in Å:
C: -0.243 3.432 0.525
C: 0.392 2.786 -0.655
C: 0.637 3.290 -1.894
C: 1.309 2.284 -2.652
C: 1.741 2.344 -4.030
O: 2.252 1.417 -4.629
C: 1.514 3.672 -4.744
Cl: 2.518 4.933 -3.981
C: 1.459 1.185 -1.812
C: 2.060 -0.137 -2.108
N: 0.902 1.500 -0.611
C: 0.856 0.659 0.513
C: 2.031 0.147 1.061
C: 1.984 -0.664 2.182
C: 0.765 -0.980 2.764
C: -0.395 -0.483 2.202
S: -1.995 -0.911 2.908
O: -1.796 -1.225 4.290
O: -2.916 0.119 2.532
N: -2.503 -2.302 2.167
C: -2.950 -2.240 0.796
C: -1.836 -2.671 -0.165
O: -1.324 -3.938 0.190
C: -0.802 -3.940 1.501
C: -1.876 -3.553 2.524
C: -0.367 0.332 1.091
H: 0.298 3.189 1.438
H: -1.277 3.112 0.652
H: -0.237 4.510 0.387
H: 0.379 4.274 -2.227
H: 1.826 3.588 -5.785
H: 0.475 3.992 -4.676
H: 1.621 -0.919 -1.490
H: 3.137 -0.120 -1.935
H: 1.910 -0.367 -3.160
H: 2.978 0.407 0.616
H: 2.900 -1.043 2.608
H: 0.699 -1.589 3.651
H: -3.275 -1.218 0.604
H: -3.804 -2.917 0.685
H: -2.220 -2.776 -1.180
H: -1.023 -1.928 -0.158
H: -0.448 -4.957 1.680
H: 0.048 -3.242 1.563
H: -1.458 -3.435 3.522
H: -2.651 -4.328 2.546
H: -1.295 0.709 0.692

Values from the calculation:
E ... -53534.2581 eV
Spin multiplicity ... 1
HOMO-LUMO gap ... 8.558 eV
ΔE to the lowest compared entry with this formula, charge and spin ... 102.3 kJ/mol
Strongest force on any atom ... 1.1 eV/A
Structure (SMILES) ... Cc1cc(C(=O)CCl)c(C)n1-c1cccc(S(=O)(=O)N2CCOCC2)c1
LUMO energy ... 0.137 eV

---

No. 3
Entry from the OMol25 dataset: C18H21ClN2O7S in the gas phase at a distorted geometry (ωB97M-V/def2-TZVPD).

Atoms and positions in Å:
O: -0.014 -2.575 0.350
C: 0.970 -1.884 0.245
C: 2.350 -2.494 -0.015
O: 3.341 -1.490 -0.145
C: 4.460 -1.603 0.596
O: 4.735 -2.564 1.269
C: 5.277 -0.390 0.483
C: 6.520 -0.331 0.997
O: 7.294 0.770 0.986
C: 6.600 1.938 0.588
C: 5.658 1.623 -0.578
O: 4.698 0.670 -0.184
N: 1.003 -0.528 0.316
C: -0.059 0.343 0.516
C: -1.299 -0.075 0.996
C: -2.319 0.840 1.150
S: -3.928 0.265 1.729
O: -3.709 -0.814 2.643
O: -4.653 1.421 2.169
N: -4.733 -0.344 0.425
C: -5.225 0.586 -0.561
C: -4.278 0.714 -1.756
C: -4.019 -0.670 -2.349
C: -3.438 -1.590 -1.277
C: -4.381 -1.652 -0.074
C: -2.144 2.179 0.863
C: -0.909 2.617 0.412
C: 0.117 1.706 0.237
Cl: 1.658 2.263 -0.328
H: 2.610 -3.170 0.809
H: 2.303 -3.082 -0.938
H: 6.977 -1.188 1.464
H: 7.356 2.672 0.304
H: 6.012 2.317 1.432
H: 5.106 2.510 -0.891
H: 6.248 1.235 -1.420
H: 1.895 -0.088 0.101
H: -1.460 -1.107 1.261
H: -5.363 1.539 -0.050
H: -6.203 0.230 -0.906
H: -4.725 1.372 -2.502
H: -3.333 1.155 -1.431
H: -3.330 -0.595 -3.192
H: -4.959 -1.086 -2.717
H: -3.300 -2.597 -1.671
H: -2.462 -1.216 -0.965
H: -3.932 -2.194 0.758
H: -5.310 -2.160 -0.362
H: -2.964 2.861 1.017
H: -0.740 3.660 0.194

Values from the calculation:
E ... -59676.8664 eV
Spin multiplicity ... 1
HOMO-LUMO gap ... 9.399 eV
ΔE to the lowest compared entry with this formula, charge and spin ... 0.0 kJ/mol
Strongest force on any atom ... 1.1 eV/A
Structure (SMILES) ... O=C(COC(=O)C1=COCCO1)Nc1cc(S(=O)(=O)N2CCCCC2)ccc1Cl
LUMO energy ... 0.360 eV

---

No. 4
Entry from the OMol25 dataset: C18H21F2N3O4 in the gas phase at a distorted geometry (ωB97M-V/def2-TZVPD).

Atoms and positions in Å:
C: -5.954 1.928 -3.974
O: -5.066 2.993 -3.733
C: -5.036 3.436 -2.403
C: -4.583 2.385 -1.373
N: -3.532 1.522 -1.879
C: -3.193 0.432 -0.988
C: -2.312 0.870 0.198
N: -1.130 1.527 -0.306
C: 0.149 1.112 -0.216
O: 1.066 1.712 -0.760
C: 0.480 -0.086 0.601
C: 1.819 -0.401 0.963
C: 1.704 -1.567 1.658
C: 2.709 -2.441 2.326
O: 3.979 -2.071 1.831
C: 5.095 -2.718 2.252
C: 6.289 -2.283 1.667
C: 7.506 -2.842 1.992
C: 7.544 -3.864 2.925
F: 8.724 -4.422 3.254
C: 6.393 -4.326 3.529
C: 5.182 -3.749 3.187
F: 4.080 -4.237 3.810
O: 0.412 -1.930 1.708
N: -0.334 -1.009 1.055
C: -1.439 2.658 -1.161
C: -2.323 2.184 -2.325
H: -6.963 2.166 -3.616
H: -5.977 1.792 -5.053
H: -5.608 1.005 -3.500
H: -4.350 4.288 -2.408
H: -6.030 3.800 -2.095
H: -4.311 2.930 -0.453
H: -5.429 1.734 -1.129
H: -4.108 -0.031 -0.614
H: -2.642 -0.312 -1.572
H: -2.033 0.005 0.795
H: -2.864 1.584 0.823
H: 2.696 0.160 0.727
H: 2.651 -2.299 3.415
H: 2.478 -3.491 2.104
H: 6.222 -1.487 0.944
H: 8.418 -2.497 1.532
H: 6.422 -5.121 4.256
H: -0.501 3.070 -1.532
H: -1.960 3.419 -0.569
H: -2.584 3.017 -2.974
H: -1.758 1.456 -2.916

Values from the calculation:
E ... -37099.4442 eV
Spin multiplicity ... 1
HOMO-LUMO gap ... 8.915 eV
ΔE to the lowest compared entry with this formula, charge and spin ... 316.5 kJ/mol
Strongest force on any atom ... 1.2 eV/A
Structure (SMILES) ... COCCN1CCN(C(=O)c2cc(COc3ccc(F)cc3F)on2)CC1
LUMO energy ... 0.710 eV

---

No. 5
Entry from the OMol25 dataset: C18H21FN2O5S2 in the gas phase (ωB97M-V/def2-TZVPD).

Atoms and positions in Å:
N: -5.555 -1.438 0.822
S: -4.876 -0.462 -0.368
O: -5.107 -1.081 -1.639
O: -5.317 0.881 -0.138
C: -3.150 -0.600 0.064
C: -2.367 -1.546 -0.567
C: -1.030 -1.651 -0.217
C: -0.520 -0.801 0.746
S: 1.226 -0.898 1.165
O: 1.514 -2.229 1.618
O: 1.524 0.177 2.063
N: 2.058 -0.673 -0.259
C: 1.575 0.312 -1.210
C: 1.040 1.545 -0.543
C: 1.825 2.311 0.310
C: 1.316 3.443 0.918
C: 0.011 3.841 0.678
C: -0.789 3.104 -0.177
C: -0.262 1.972 -0.768
F: -1.058 1.254 -1.600
C: 2.729 -1.812 -0.842
C: 4.251 -1.599 -0.897
C: 4.845 -1.296 0.485
C: 5.943 -0.284 0.167
C: 5.328 0.458 -1.017
O: 4.592 -0.508 -1.746
C: -1.309 0.139 1.383
C: -2.647 0.239 1.039
H: -6.186 -0.929 1.418
H: -5.993 -2.258 0.436
H: -2.810 -2.164 -1.331
H: -0.382 -2.379 -0.680
H: 0.795 -0.128 -1.850
H: 2.426 0.577 -1.848
H: 2.837 1.998 0.506
H: 1.940 4.018 1.585
H: -0.386 4.725 1.153
H: -1.809 3.383 -0.388
H: 2.350 -2.002 -1.852
H: 2.532 -2.675 -0.205
H: 4.698 -2.504 -1.335
H: 5.217 -2.194 0.971
H: 4.074 -0.847 1.115
H: 6.170 0.377 0.999
H: 6.855 -0.796 -0.144
H: 6.067 0.893 -1.694
H: 4.656 1.254 -0.666
H: -0.853 0.780 2.122
H: -3.300 0.968 1.490

Values from the calculation:
E ... -56611.4689 eV
Spin multiplicity ... 1
HOMO-LUMO gap ... 9.187 eV
ΔE to the lowest compared entry with this formula, charge and spin ... 14.4 kJ/mol
Strongest force on any atom ... 0.9 eV/A
Structure (SMILES) ... NS(=O)(=O)c1ccc(S(=O)(=O)N(Cc2ccccc2F)C[C@@H]2CCCO2)cc1
LUMO energy ... -0.033 eV